Entry 1:
Computed, not measured: 2 unconnected molecules or ions with the total composition C4H10N3O at a distorted geometry, with wB97M-V/def2-TZVPD.

Output
Largest force on an atom ... 3.55 eV/A
E_tot ... -397.66008 Eh
HOMO ... -14.299 eV
Frontier orbital gap ... 0.3928 hartree
E_LUMO ... -3.612 eV
M ... 116.1 u

Geometry as ORCA input:
```
! wB97M-V def2-TZVPD RIJCOSX def2/J DEFGRID3
* xyz 1 1
C 1.19 -2.42 -1.36
C -1.08 1.35 -0.03
C -0.97 1.59 -1.56
C 0.17 0.01 1.71
N 1.33 -1.24 -0.99
N -0.15 0.34 0.47
N -0.33 0.27 2.88
O -1.88 1.83 0.71
H 1.88 -2.81 -2.08
H 0.25 -2.98 -0.93
H -0.32 2.42 -1.76
H -1.99 1.78 -1.93
H -0.56 0.74 -2.01
H 0.93 -0.71 1.75
H 0.36 -0.30 -0.21
H -1.11 0.96 3.26
H 2.02 -0.74 -1.56
H 0.25 -0.09 3.64
*
```


Entry 2:
Computed, not measured: C3H8N2O in the gas phase at a distorted geometry, with wB97M-V/def2-TZVPD.

Output
Largest force on an atom ... 2.98 eV/A
E_tot ... -303.81757 Eh
HOMO ... -8.755 eV
Frontier orbital gap ... 0.3538 hartree
E_LUMO ... 0.873 eV
M ... 88.1 u

Geometry as ORCA input:
```
! wB97M-V def2-TZVPD RIJCOSX def2/J DEFGRID3
* xyz 0 1
H -0.28 2.47 0.05
N -0.92 1.64 0.02
C -0.19 0.58 0.02
N 1.19 0.60 -0.02
C 1.98 -0.63 0.02
O -0.69 -0.67 0.02
C -2.13 -0.64 -0.02
H 1.74 1.41 -0.20
H 3.09 -0.37 -0.37
H 1.45 -1.46 -0.67
H 2.12 -0.95 1.16
H -2.48 0.13 0.71
H -2.43 -0.43 -1.04
H -2.44 -1.68 0.33
*
```


Entry 3:
Computed, not measured: C25H33N3O4 in the gas phase, with wB97M-V/def2-TZVPD.

Output
Largest force on an atom ... 0.66 eV/A
E_tot ... -1437.68482 Eh
HOMO ... -8.241 eV
Frontier orbital gap ... 0.3253 hartree
E_LUMO ... 0.609 eV
M ... 439.6 u

Geometry as ORCA input:
```
! wB97M-V def2-TZVPD RIJCOSX def2/J DEFGRID3
* xyz 0 1
C -7.25 -5.19 -1.15
C -7.66 -3.95 -1.94
C -6.53 -2.92 -2.06
C -5.39 -3.39 -2.96
O -4.43 -2.37 -3.17
C -3.68 -1.87 -2.15
C -3.20 -0.58 -2.36
C -2.39 0.06 -1.45
C -2.03 -0.59 -0.28
C -1.24 0.08 0.80
O -1.69 0.21 1.92
N 0.00 0.52 0.47
C 0.69 0.31 -0.78
C 1.11 1.65 -1.37
N 1.94 2.36 -0.41
C 2.52 3.58 -0.94
C 3.73 4.03 -0.11
O 4.06 5.19 -0.03
N 4.36 2.97 0.46
C 5.47 2.95 1.31
C 6.21 4.08 1.62
C 7.30 3.98 2.46
C 7.69 2.76 3.00
C 8.86 2.67 3.93
C 6.95 1.63 2.68
C 5.85 1.72 1.84
C 1.19 2.60 0.81
C 0.78 1.26 1.43
C -2.52 -1.87 -0.04
C -3.32 -2.54 -0.96
O -3.77 -3.81 -0.76
C -3.53 -4.43 0.49
H -8.10 -5.86 -1.04
H -6.45 -5.73 -1.64
H -6.91 -4.90 -0.15
H -7.97 -4.25 -2.95
H -8.51 -3.48 -1.45
H -6.14 -2.70 -1.06
H -6.93 -1.99 -2.47
H -4.92 -4.29 -2.56
H -5.77 -3.60 -3.96
H -3.50 -0.09 -3.28
H -2.06 1.07 -1.65
H 0.07 -0.25 -1.47
H 1.60 -0.28 -0.58
H 1.68 1.49 -2.29
H 0.21 2.24 -1.63
H 2.88 3.40 -1.95
H 1.81 4.42 -0.99
H 3.89 2.08 0.30
H 5.92 5.03 1.21
H 7.86 4.87 2.70
H 9.29 1.67 3.92
H 9.63 3.39 3.65
H 8.55 2.90 4.95
H 7.23 0.67 3.09
H 5.28 0.83 1.60
H 1.83 3.15 1.51
H 0.29 3.20 0.61
H 0.17 1.41 2.32
H 1.68 0.69 1.69
H -2.24 -2.34 0.89
H -4.05 -5.39 0.44
H -3.94 -3.84 1.31
H -2.46 -4.60 0.66
*
```


Entry 4:
Computed, not measured: 2 unconnected molecules or ions with the total composition C2H7N3OS at a distorted geometry, with wB97M-V/def2-TZVPD.

Output
Largest force on an atom ... 6.09 eV/A
E_tot ... -717.87668 Eh
HOMO ... -8.312 eV
Frontier orbital gap ... 0.3139 hartree
E_LUMO ... 0.231 eV
M ... 121.2 u

Geometry as ORCA input:
```
! wB97M-V def2-TZVPD RIJCOSX def2/J DEFGRID3
* xyz 0 1
C 1.98 0.46 0.72
C -0.25 0.96 -0.07
H 2.38 0.57 -0.19
H 2.18 1.18 1.51
H 2.51 -0.62 0.99
H 0.65 -1.10 -1.81
H 0.87 2.58 -0.95
H -2.32 1.10 -0.23
H -1.31 -1.49 0.05
N 0.71 0.02 0.41
N -0.03 2.13 -0.58
N -1.56 0.39 -0.11
O -2.20 -0.57 0.69
S 0.53 -1.49 -0.43
*
```


Entry 5:
Computed, not measured: a molecular structure, C34H46ClN5O8OsSb2 at a distorted geometry, with wB97M-V/def2-TZVPD.

Output
Largest force on an atom ... 1.32 eV/A
E_tot ... -3229.66867 Eh
HOMO (alpha / beta) ... -11.751 / -11.753 eV
Frontier orbital gap (alpha / beta) ... 0.1824 / 0.1825 hartree
E_LUMO (alpha / beta) ... -6.787 / -6.787 eV
M ... 1122.0 u

Geometry as ORCA input:
```
! wB97M-V def2-TZVPD RIJCOSX def2/J DEFGRID3
* xyz 2 1
Os 0.34 -1.17 -0.43
C -1.40 6.34 0.01
Sb -0.48 4.51 -0.58
C 1.50 5.17 -0.09
C -0.90 3.40 1.30
C -0.56 4.19 2.50
C -1.48 5.09 3.05
C -1.17 5.85 4.16
C 0.07 5.73 4.79
C 0.99 4.85 4.29
C 0.69 4.08 3.14
C 1.70 3.17 2.67
Sb 1.28 1.07 3.68
C 3.17 0.21 4.01
C 0.69 1.68 5.61
H -1.04 6.67 0.98
H -2.48 6.25 0.03
H -1.14 7.10 -0.73
H 1.54 5.60 0.92
H 1.76 5.95 -0.80
H 2.24 4.38 -0.18
H -0.36 2.45 1.21
H -1.97 3.20 1.23
H -2.46 5.19 2.59
H -1.91 6.54 4.55
H 0.30 6.33 5.66
H 1.95 4.73 4.76
H 2.66 3.24 3.17
H 1.77 2.92 1.62
H 3.63 0.72 4.86
H 3.81 0.30 3.14
H 3.04 -0.84 4.26
H 1.55 2.14 6.09
H 0.39 0.79 6.15
H -0.13 2.39 5.57
C 2.70 1.39 -1.49
N 1.64 1.44 -2.48
C 2.02 1.89 -3.83
C 0.95 1.52 -4.83
C -0.40 1.96 -4.31
N -0.63 1.37 -3.00
C -2.01 1.08 -2.63
C 0.37 1.18 -2.14
O 0.10 0.77 -0.94
H 3.64 1.21 -2.01
H 2.54 0.58 -0.79
H 2.78 2.34 -0.95
H 2.96 1.40 -4.08
H 2.19 2.97 -3.81
H 0.94 0.44 -4.99
H 1.16 2.00 -5.79
H -1.20 1.64 -4.97
H -0.46 3.05 -4.23
H -2.46 0.46 -3.41
H -2.57 2.00 -2.54
H -2.04 0.54 -1.69
Cl -4.47 -5.21 2.94
C -3.25 -3.99 2.85
C -3.21 -3.15 1.75
C -2.22 -2.19 1.67
C -1.29 -2.07 2.69
C -1.36 -2.90 3.81
C -2.33 -3.88 3.89
C -0.25 -1.04 2.63
O 0.21 -0.59 3.79
O 0.25 -0.55 1.60
H -3.95 -3.25 0.96
H -2.18 -1.53 0.81
H -0.64 -2.79 4.62
H -2.39 -4.54 4.74
C 0.30 -4.99 1.22
N 1.21 -5.01 0.09
C 1.77 -3.90 -0.40
N 2.55 -4.04 -1.49
O 1.63 -2.76 0.12
H 0.49 -5.86 1.85
H -0.74 -4.99 0.89
H 0.48 -4.09 1.79
H 1.35 -5.88 -0.39
H 2.81 -4.93 -1.88
H 3.00 -3.21 -1.85
O -0.74 -2.85 -1.00
C -0.35 -2.74 -2.21
O 0.41 -1.75 -2.45
C -0.75 -3.72 -3.24
C -0.23 -3.61 -4.53
C -0.59 -4.53 -5.50
C -1.46 -5.54 -5.14
C -1.99 -5.68 -3.87
C -1.62 -4.75 -2.91
N -1.84 -6.54 -6.18
O -1.40 -6.37 -7.29
O -2.57 -7.44 -5.83
H 0.46 -2.80 -4.76
H -0.21 -4.48 -6.51
H -2.67 -6.49 -3.66
H -2.02 -4.81 -1.91
*
```


Entry 6:
Computed, not measured: 2 unconnected molecules or ions with the total composition CH3N3O2S at a distorted geometry, with wB97M-V/def2-TZVPD.

Output
Largest force on an atom ... 3.61 eV/A
E_tot ... -752.47919 Eh
HOMO (alpha / beta) ... -8.673 / -9.068 eV
Frontier orbital gap (alpha / beta) ... 0.2925 / 0.2925 hartree
E_LUMO (alpha / beta) ... -0.713 / -1.109 eV
M ... 121.1 u

Geometry as ORCA input:
```
! wB97M-V def2-TZVPD RIJCOSX def2/J DEFGRID3
* xyz 0 1
C -0.04 0.51 -0.20
N 0.58 -1.65 0.64
N -1.20 1.06 0.12
N -2.43 0.27 -0.11
O -2.28 -0.63 -0.89
O -3.37 0.62 0.49
S 1.49 1.21 -0.19
H -0.21 -2.02 0.19
H -1.30 1.82 0.92
H 2.20 0.12 -0.87
*
```